# 1
The following is a quantum chemistry calculation of 11 unconnected molecules or ions with the total composition C52H76F4O14S7, from the Open Molecules 2025 dataset.

Last column: Löwdin charge in e.
Atoms and positions in Å:
O 4.082 5.848 2.251  -0.35
S 3.756 4.617 2.986  0.73
O 2.883 4.667 4.154  -0.36
C 3.035 3.341 1.850  -0.19
C 3.972 2.058 1.899  -0.18
C 4.924 2.184 3.127  -0.23
C 5.356 3.640 3.329  -0.19
H 3.129 3.769 0.852  0.09
H 1.990 3.234 2.141  0.08
H 3.332 1.208 2.134  0.08
H 4.316 1.872 0.881  0.11
H 5.788 1.521 3.084  0.11
H 4.371 1.856 4.007  0.08
H 6.043 3.803 2.499  0.10
H 5.849 3.871 4.274  0.10
O 3.334 -4.063 -0.720  -0.34
S 4.227 -2.904 -0.696  0.68
O 4.419 -2.125 -1.889  -0.33
C 3.783 -1.781 0.653  -0.23
C 4.538 -2.368 1.849  -0.23
C 5.945 -2.702 1.406  -0.19
C 5.852 -3.460 0.024  -0.16
H 2.698 -1.681 0.651  0.09
H 4.319 -0.920 0.254  0.09
H 4.569 -1.530 2.545  0.10
H 3.932 -3.161 2.287  0.11
H 6.455 -3.255 2.194  0.11
H 6.526 -1.784 1.321  0.11
H 5.703 -4.539 0.061  0.09
H 6.530 -3.205 -0.790  0.09
O -5.029 -1.215 -2.513  -0.33
S -5.076 -2.172 -1.434  0.68
O -4.655 -1.859 -0.075  -0.34
C -6.708 -2.936 -1.450  -0.19
C -6.505 -4.516 -1.417  -0.19
C -5.026 -4.794 -1.306  -0.25
C -4.189 -3.710 -1.915  -0.21
H -7.050 -2.711 -2.460  0.09
H -7.427 -2.376 -0.853  0.10
H -7.020 -5.006 -0.590  0.11
H -6.981 -5.038 -2.247  0.11
H -4.849 -5.821 -1.622  0.13
H -4.804 -4.707 -0.242  0.11
H -4.290 -3.721 -3.000  0.11
H -3.128 -3.656 -1.672  0.08
O 0.519 -5.771 -4.963  -0.32
S 0.047 -4.556 -4.355  0.69
O -1.229 -4.539 -3.625  -0.37
C 1.300 -3.767 -3.259  -0.20
C 1.782 -2.545 -4.045  -0.21
C 0.596 -1.977 -4.861  -0.19
C -0.022 -3.234 -5.577  -0.22
H 1.992 -4.578 -3.033  0.10
H 0.762 -3.507 -2.348  0.09
H 1.989 -1.802 -3.275  0.09
H 2.587 -2.712 -4.760  0.12
H 0.871 -1.181 -5.552  0.10
H -0.193 -1.564 -4.232  0.09
H 0.679 -3.647 -6.303  0.10
H -1.023 -3.221 -6.008  0.09
O 0.822 2.681 -0.163  -0.32
S 0.857 1.258 -0.388  0.69
O 2.041 0.418 -0.551  -0.35
C -0.158 0.404 0.876  -0.18
C -1.617 0.156 0.273  -0.18
C -1.398 -0.203 -1.195  -0.17
C -0.310 0.811 -1.753  -0.17
H -0.112 0.980 1.801  0.07
H 0.259 -0.577 1.103  0.08
H -2.240 -0.555 0.815  0.10
H -2.172 1.091 0.348  0.08
H -2.331 -0.211 -1.758  0.09
H -0.990 -1.213 -1.154  0.11
H -0.809 1.742 -2.022  0.09
H 0.234 0.440 -2.621  0.08
O -4.716 3.225 -2.721  -0.36
S -5.639 3.317 -1.596  0.73
O -7.051 3.516 -1.761  -0.32
C -5.196 1.836 -0.536  -0.20
C -4.711 2.396 0.753  -0.27
C -3.937 3.684 0.622  -0.21
C -4.822 4.521 -0.341  -0.17
H -4.381 1.298 -1.021  0.08
H -6.103 1.252 -0.382  0.11
H -5.565 2.640 1.384  0.12
H -4.087 1.672 1.277  0.10
H -2.950 3.425 0.241  0.10
H -3.704 4.159 1.575  0.11
H -4.404 5.371 -0.879  0.09
H -5.682 4.939 0.181  0.09
O 1.547 0.575 3.981  -0.35
S 1.362 0.284 5.411  0.71
O 0.093 -0.281 5.935  -0.35
C 2.741 -0.801 5.904  -0.22
C 3.356 -0.191 7.182  -0.20
C 3.258 1.375 7.029  -0.18
C 1.875 1.734 6.389  -0.20
H 3.555 -0.638 5.198  0.09
H 2.434 -1.847 5.921  0.11
H 2.935 -0.539 8.125  0.11
H 4.386 -0.524 7.307  0.11
H 4.070 1.805 6.442  0.09
H 3.485 1.811 8.002  0.11
H 1.647 2.645 5.834  0.08
H 1.222 1.804 7.259  0.10
F 0.290 -4.940 -0.154  0.08
C -0.220 -4.198 0.830  -0.29
C 0.525 -3.568 1.784  -0.03
C -0.057 -2.808 2.792  -0.08
C -1.444 -2.620 2.852  -0.07
C -2.202 -3.233 1.852  -0.07
C -1.594 -4.057 0.879  0.00
H 1.596 -3.679 1.870  0.10
H 0.637 -2.259 3.411  0.09
H -1.884 -1.952 3.577  0.11
H -3.282 -3.235 1.854  0.09
H -2.179 -4.473 0.072  0.10
F 3.643 -0.446 -5.404  0.02
C 3.031 0.739 -5.031  -0.22
C 2.358 1.538 -6.004  -0.01
C 1.727 2.661 -5.500  -0.09
C 1.901 3.005 -4.158  -0.08
C 2.629 2.235 -3.241  -0.10
C 3.135 1.045 -3.673  -0.03
H 2.344 1.351 -7.067  0.11
H 1.199 3.364 -6.128  0.10
H 1.593 3.983 -3.820  0.10
H 2.856 2.594 -2.248  0.10
H 3.612 0.406 -2.945  0.11
F -2.200 1.282 3.598  0.06
C -1.544 2.332 4.134  -0.28
C -1.156 3.370 3.289  -0.01
C -0.495 4.477 3.838  -0.06
C -0.383 4.589 5.243  -0.09
C -0.900 3.611 6.085  -0.10
C -1.459 2.463 5.513  -0.03
H -1.414 3.214 2.252  0.10
H -0.071 5.274 3.246  0.11
H 0.135 5.447 5.646  0.10
H -0.900 3.799 7.148  0.11
H -1.830 1.697 6.177  0.12
F -1.652 3.381 -6.331  0.01
C -2.078 2.097 -6.037  -0.22
C -2.659 1.873 -4.762  0.01
C -3.035 0.551 -4.512  -0.10
C -2.738 -0.498 -5.359  -0.08
C -2.178 -0.189 -6.646  -0.09
C -1.799 1.086 -6.990  -0.03
H -2.816 2.637 -4.016  0.09
H -3.550 0.306 -3.595  0.07
H -3.025 -1.499 -5.073  0.10
H -1.913 -0.976 -7.336  0.10
H -1.226 1.367 -7.861  0.11

Force components x, y, z for each atom (eV/Å):
O -0.4 -1.5 1.1
S 0.7 -0.2 -0.9
O 0.9 0.0 -0.4
C 1.6 0.2 0.1
C -1.7 0.5 1.0
C -0.2 0.2 0.1
C -0.8 -0.3 -1.0
H -0.4 0.2 0.2
H 0.2 -0.2 0.0
H -0.1 -0.1 -0.2
H 0.8 0.2 0.3
H 0.1 0.1 -0.3
H -0.3 0.0 0.0
H -0.1 0.8 0.0
H -0.4 0.1 0.0
O 0.6 0.9 0.0
S -0.6 -1.0 0.9
O 0.2 0.0 -0.4
C 1.1 -1.1 -1.2
C -1.3 1.5 0.0
C 0.4 -0.9 -0.8
C -1.2 0.7 -0.1
H 0.2 0.2 0.3
H -0.5 0.6 0.4
H 0.1 -0.3 0.5
H 0.4 -0.3 0.0
H 0.0 -0.4 -0.3
H -0.1 0.1 -0.4
H 0.3 0.1 0.4
H 0.4 0.1 0.5
O 0.3 0.5 0.5
S 0.6 -1.8 0.4
O -0.4 0.4 -0.7
C -0.2 -0.8 -1.4
C -1.1 1.0 0.6
C 0.4 -0.4 1.4
C -0.7 0.9 -1.4
H 0.1 0.1 -0.2
H 0.3 -0.5 0.7
H 0.1 0.4 0.4
H 0.2 0.6 -0.6
H 0.5 0.2 -0.1
H 0.1 -0.5 0.3
H 0.2 0.0 -0.2
H -0.2 0.0 0.2
O 0.0 -0.1 0.0
S -1.2 1.3 1.3
O 0.7 -0.3 -0.5
C -0.6 -1.0 -1.0
C -0.9 0.7 0.4
C -1.1 -1.4 -0.3
C 1.1 0.0 0.1
H 0.3 0.4 0.0
H 0.0 0.1 -0.1
H 0.9 0.1 -0.3
H 0.3 -0.1 0.6
H 0.2 -0.2 -0.1
H 0.1 0.1 0.3
H 0.0 0.4 -0.4
H 0.1 0.3 0.2
O 0.7 0.0 -0.1
S -2.5 -3.2 -0.3
O 0.2 1.4 0.1
C -1.2 -0.3 0.1
C 1.1 1.5 0.4
C 1.4 0.4 0.6
C -0.9 -0.2 0.2
H -0.2 0.1 -0.1
H 0.4 0.1 -0.3
H 0.5 -0.3 0.1
H 0.0 0.3 -0.1
H 0.2 0.1 -0.2
H 0.1 -0.2 -0.5
H 0.1 0.1 -0.1
H 0.1 0.0 0.2
O -1.0 0.4 0.2
S 3.3 -0.6 1.4
O 0.1 0.1 0.1
C -0.7 0.6 -0.7
C -0.2 0.0 2.0
C 0.0 0.2 -1.6
C -0.8 0.0 -0.3
H -0.4 -0.1 -0.4
H 0.2 -0.2 -0.3
H -0.2 -0.3 0.2
H -0.2 -0.2 0.1
H 0.1 0.4 -0.7
H -0.6 0.1 0.0
H 0.4 -0.4 -0.2
H -0.1 -0.1 0.3
O -0.6 -0.2 1.3
S -0.6 -0.7 0.1
O 2.1 1.0 -1.1
C 0.7 0.7 0.5
C -0.3 0.4 0.0
C 0.4 -0.3 -0.6
C -0.1 -0.7 1.6
H -0.4 -0.2 -0.7
H -0.1 0.2 0.1
H -0.7 0.2 -0.2
H 0.2 0.2 -0.4
H 0.1 -0.5 -0.5
H -0.8 0.2 0.1
H 0.9 -0.1 -0.3
H -0.5 -0.4 -0.2
F 0.5 -0.1 0.0
C -1.3 0.1 0.1
C 1.3 0.0 1.0
C -0.6 0.4 -0.6
C 0.6 -0.1 -0.7
C 0.4 -1.3 -0.1
C -0.5 1.0 0.1
H 0.2 -0.2 -0.5
H -0.2 0.0 0.5
H -0.1 -0.1 0.1
H -0.1 0.5 0.0
H -0.1 -0.3 0.1
F -0.6 1.0 -0.2
C 0.0 -0.5 -0.6
C 0.6 -0.9 1.5
C 0.5 0.4 0.9
C 0.4 0.6 0.6
C -0.8 1.1 -1.0
C 0.2 -0.7 -0.7
H 0.1 -0.5 0.1
H -0.1 -0.1 -0.2
H -0.4 0.0 0.0
H -0.3 0.0 0.1
H 0.3 -0.4 -0.4
F 0.2 -0.1 0.0
C -0.4 1.2 0.6
C 0.3 -0.4 0.4
C -0.3 -0.5 1.0
C 0.1 -0.2 -0.9
C 0.0 0.3 -1.2
C 0.0 -0.1 0.6
H 0.4 0.4 -0.3
H -0.1 -0.1 -0.3
H -0.1 0.1 0.1
H 0.1 -0.4 0.1
H -0.1 -0.2 -0.2
F -0.4 -1.0 0.2
C 0.3 0.4 0.8
C 0.6 -0.5 -2.1
C 0.2 -0.1 0.6
C 0.1 1.0 -1.9
C 0.1 -1.1 1.2
C -0.5 1.6 1.7
H -0.1 0.2 -0.3
H 0.0 0.1 0.2
H 0.1 -0.1 -0.2
H -0.2 -0.3 0.0
H -0.2 -0.2 -0.2

Properties
* calculated total energy: -6266.99550 a.u.
* LUMO: -0.1 eV
* HOMO level: -8.8229 eV
* orbital gap: 0.32239 hartree
* multiplicity: 1
* molecular weight: 1225.63 g mol⁻¹

---

# 2
The following is a quantum chemistry calculation of 13 unconnected molecules or ions with the total composition C52H78O39, from the Open Molecules 2025 dataset.

Last column: Löwdin charge in e.
Atoms and positions in Å:
C 8.466 6.963 -25.075  -0.03
C 9.066 5.588 -24.895  -0.29
C 10.109 5.548 -23.794  -0.12
O 9.826 4.369 -23.091  0.08
C 8.571 3.951 -23.427  -0.56
O 8.011 2.984 -22.968  0.15
O 8.020 4.774 -24.295  0.08
H 7.822 7.040 -25.951  0.08
H 9.184 7.774 -25.196  0.09
H 7.798 7.263 -24.268  0.09
H 9.305 5.143 -25.861  0.16
H 10.113 6.447 -23.178  0.14
H 11.073 5.493 -24.300  0.14
C -1.370 3.136 -27.521  -0.02
C -1.313 1.815 -28.226  -0.35
C -0.496 1.746 -29.516  -0.09
O 0.379 0.666 -29.348  0.09
C 0.354 0.167 -28.144  -0.52
O 1.095 -0.685 -27.703  0.15
O -0.594 0.902 -27.416  0.05
H -1.787 3.905 -28.171  0.09
H -0.333 3.398 -27.307  0.09
H -1.994 3.114 -26.627  0.08
H -2.338 1.477 -28.384  0.15
H 0.041 2.666 -29.745  0.14
H -1.204 1.513 -30.312  0.14
C 4.338 9.175 -30.617  -0.02
C 2.881 9.559 -30.514  -0.30
C 1.987 9.546 -31.738  -0.16
O 1.250 8.395 -31.713  0.06
C 1.466 7.766 -30.464  -0.48
O 0.943 6.699 -30.152  0.12
O 2.308 8.497 -29.755  0.08
H 4.567 8.113 -30.710  0.09
H 4.837 9.440 -29.684  0.09
H 4.888 9.577 -31.468  0.09
H 2.800 10.517 -30.001  0.15
H 2.669 9.585 -32.588  0.14
H 1.362 10.438 -31.707  0.14
C 5.041 6.906 -20.368  -0.03
C 3.880 5.969 -20.077  -0.29
C 4.196 4.445 -20.046  -0.04
O 3.768 4.072 -18.741  0.12
C 3.483 5.078 -18.022  -0.56
O 3.079 5.056 -16.816  0.07
O 3.597 6.228 -18.712  0.07
H 4.904 7.966 -20.157  0.09
H 5.326 6.794 -21.414  0.08
H 5.963 6.673 -19.835  0.09
H 2.988 6.207 -20.656  0.15
H 5.259 4.335 -20.262  0.13
H 3.585 3.908 -20.771  0.14
C 13.556 6.772 -29.615  -0.01
C 12.143 6.944 -29.024  -0.31
C 11.314 8.203 -29.350  -0.10
O 10.010 7.707 -29.570  0.07
C 10.081 6.373 -29.758  -0.55
O 9.103 5.709 -30.002  0.14
O 11.328 5.920 -29.558  0.09
H 13.984 7.771 -29.539  0.08
H 13.585 6.464 -30.660  0.09
H 14.305 6.231 -29.037  0.08
H 12.183 6.928 -27.935  0.14
H 11.694 8.765 -30.204  0.14
H 11.376 8.733 -28.400  0.13
C 5.361 -1.848 -32.326  0.00
C 4.039 -2.179 -31.540  -0.32
C 2.811 -2.385 -32.420  -0.12
O 2.248 -3.594 -31.973  0.05
C 3.098 -4.142 -31.015  -0.49
O 2.872 -5.183 -30.445  0.15
O 4.240 -3.410 -30.907  0.08
H 6.203 -1.948 -31.640  0.08
H 5.275 -0.769 -32.456  0.07
H 5.497 -2.348 -33.285  0.09
H 3.811 -1.438 -30.774  0.15
H 3.097 -2.643 -33.440  0.13
H 2.123 -1.542 -32.366  0.14
C 6.060 -2.525 -26.318  -0.02
C 7.235 -1.832 -26.976  -0.29
C 8.266 -1.299 -25.904  -0.04
O 9.495 -1.996 -26.278  0.06
C 9.221 -2.901 -27.208  -0.62
O 10.008 -3.738 -27.601  0.13
O 8.027 -2.765 -27.718  0.10
H 5.493 -1.799 -25.735  0.09
H 6.335 -3.378 -25.698  0.09
H 5.367 -2.862 -27.089  0.09
H 6.934 -0.980 -27.585  0.14
H 8.077 -1.633 -24.884  0.13
H 8.441 -0.241 -26.097  0.13
C -3.575 0.624 -23.034  -0.02
C -2.060 0.567 -22.784  -0.28
C -1.286 1.917 -22.728  -0.08
O -0.615 1.971 -21.494  0.08
C -0.905 0.933 -20.778  -0.59
O -0.430 0.720 -19.692  0.15
O -1.743 0.102 -21.457  0.07
H -3.807 0.979 -24.038  0.08
H -4.031 1.330 -22.340  0.09
H -3.987 -0.372 -22.871  0.09
H -1.563 -0.123 -23.465  0.15
H -1.905 2.814 -22.761  0.13
H -0.448 1.992 -23.420  0.13
C 0.398 7.560 -23.702  -0.02
C 1.115 8.390 -24.717  -0.31
C 0.670 9.907 -24.842  -0.11
O 1.881 10.563 -24.875  0.04
C 2.943 9.729 -24.512  -0.50
O 4.108 10.026 -24.295  0.13
O 2.460 8.520 -24.277  0.08
H 0.395 8.139 -22.779  0.10
H 0.922 6.607 -23.620  0.09
H -0.588 7.317 -24.096  0.09
H 1.105 7.880 -25.680  0.15
H 0.095 10.116 -23.940  0.13
H 0.120 10.142 -25.754  0.13
C 3.397 -3.831 -22.451  -0.02
C 4.414 -3.156 -21.489  -0.26
C 4.092 -1.734 -20.964  -0.05
O 4.288 -1.932 -19.556  0.07
C 4.434 -3.208 -19.196  -0.61
O 4.560 -3.653 -18.064  0.13
O 4.370 -3.924 -20.255  0.10
H 3.168 -3.233 -23.333  0.08
H 2.386 -3.959 -22.067  0.09
H 3.875 -4.741 -22.816  0.08
H 5.391 -3.268 -21.960  0.14
H 3.061 -1.515 -21.242  0.13
H 4.860 -1.060 -21.343  0.13
C 7.646 4.701 -34.901  -0.03
C 8.285 3.344 -34.817  -0.33
C 7.813 2.273 -35.819  -0.08
O 8.968 1.845 -36.521  0.07
C 10.005 2.662 -36.253  -0.46
O 11.108 2.637 -36.840  0.10
O 9.661 3.454 -35.164  0.06
H 6.673 4.640 -34.412  0.09
H 7.540 4.952 -35.956  0.09
H 8.174 5.546 -34.460  0.09
H 8.225 3.031 -33.775  0.15
H 7.085 2.732 -36.488  0.13
H 7.406 1.454 -35.226  0.13
C 1.732 3.583 -38.081  -0.03
C 1.967 4.392 -36.809  -0.31
C 0.687 4.511 -36.030  -0.07
O 0.877 3.529 -34.981  0.09
C 2.102 3.088 -34.938  -0.56
O 2.483 2.299 -34.078  0.11
O 2.859 3.653 -35.932  0.08
H 0.982 4.024 -38.737  0.09
H 1.469 2.552 -37.847  0.10
H 2.656 3.551 -38.659  0.08
H 2.326 5.386 -37.076  0.15
H -0.212 4.322 -36.616  0.14
H 0.584 5.522 -35.635  0.13
C 4.832 2.976 -29.047  0.00
C 5.144 3.244 -27.580  -0.27
C 4.416 4.467 -27.007  -0.13
O 3.802 4.005 -25.869  0.09
C 4.026 2.695 -25.728  -0.65
O 3.505 2.100 -24.810  0.14
O 4.659 2.254 -26.688  0.16
H 5.017 3.825 -29.705  0.09
H 3.760 2.791 -29.117  0.09
H 5.339 2.104 -29.461  0.08
H 6.211 3.357 -27.386  0.15
H 3.718 4.782 -27.782  0.12
H 5.012 5.364 -26.841  0.13

Force components x, y, z for each atom (eV/Å):
C -0.6 0.9 -0.7
C -1.7 1.1 0.8
C 0.9 0.3 -1.5
O -0.3 -0.6 0.3
C -0.6 -1.8 1.5
O 1.0 1.2 -0.4
O -0.1 0.4 -1.2
H 0.1 -0.3 -0.2
H 0.4 -0.2 0.1
H 0.3 -0.3 0.4
H 0.5 -0.2 0.2
H -0.3 -0.2 0.3
H 0.3 -0.2 0.5
C 0.4 0.5 -0.3
C 0.1 -0.1 0.1
C -1.5 0.7 -0.5
O 0.9 -0.2 -1.9
C 0.4 -0.1 2.6
O -1.7 1.5 -0.7
O 0.7 -1.8 0.7
H 0.0 0.0 -0.1
H -0.1 0.3 0.4
H 0.3 -0.2 0.1
H 0.0 -0.5 0.0
H 0.2 -0.1 0.0
H 0.4 0.1 -0.4
C 1.2 -0.1 -0.3
C 0.5 -0.6 0.2
C 1.6 2.0 -0.6
O -0.4 -2.2 1.7
C -1.8 -2.1 -1.1
O 1.5 3.0 -0.7
O -0.7 -0.4 1.5
H -0.8 -0.3 0.0
H 0.1 0.3 -0.1
H -0.2 0.7 0.1
H -0.2 -0.2 0.3
H -0.4 0.0 -0.5
H -0.2 -0.1 -0.3
C 0.8 -0.3 -1.2
C 0.8 0.6 0.7
C -0.6 1.4 -1.1
O 1.2 -3.0 -1.5
C -2.7 2.7 6.3
O 1.8 -0.1 -4.8
O -0.7 0.0 1.0
H -0.7 -0.2 -0.1
H -0.1 0.2 -0.3
H -0.2 -0.5 0.4
H 0.1 0.0 -0.1
H 0.0 -0.6 0.6
H 0.2 -0.1 0.1
C 0.1 1.6 0.5
C 1.0 -0.3 -0.8
C 1.4 -0.1 0.7
O 0.2 0.1 -0.1
C -1.7 -0.8 0.2
O 1.4 0.5 0.1
O -0.8 -0.9 0.1
H 0.2 0.3 -0.4
H -0.3 0.0 0.1
H -0.7 -0.7 0.2
H 0.0 -0.7 0.1
H -0.2 0.1 0.0
H -0.5 0.8 -0.5
C -1.4 1.2 1.4
C 1.6 0.6 -1.3
C 0.6 -0.2 -0.9
O 0.3 -0.7 2.1
C -0.7 -1.9 0.0
O 0.4 1.9 -0.9
O -1.3 -1.3 0.5
H 0.1 -0.4 -0.2
H 0.2 0.2 -0.6
H -0.1 -0.2 0.3
H 0.3 0.2 0.0
H 0.1 0.8 -0.3
H -0.1 -0.2 -0.1
C -0.5 0.3 -0.7
C 0.7 0.1 1.9
C 0.6 -0.9 -1.5
O -0.5 0.7 0.7
C 2.8 -1.8 -1.0
O -0.8 1.1 0.6
O -2.0 0.4 -0.6
H 0.1 0.0 0.2
H 0.2 0.1 0.0
H 0.0 -0.2 0.0
H -0.1 -0.4 -0.4
H -0.4 0.6 0.0
H 0.0 0.0 0.8
C 0.8 0.2 0.5
C 0.7 0.8 0.6
C 0.2 0.6 -1.2
O 0.2 1.3 -0.2
C 0.5 -1.9 1.9
O -0.9 -0.1 -1.0
O -0.6 -0.6 0.6
H 0.2 -0.2 -0.1
H 0.0 -0.1 0.1
H -0.1 0.1 -0.1
H -0.1 0.0 -0.1
H -0.3 -0.1 -0.4
H -0.5 0.0 -0.7
C -0.1 0.0 -0.5
C -0.6 0.6 -0.6
C -0.4 -2.5 0.2
O 2.9 0.9 0.1
C 1.3 1.1 1.2
O -2.9 0.0 -1.1
O 0.3 -0.6 -0.3
H -0.3 -0.5 0.2
H 0.1 0.1 0.4
H -0.2 0.2 0.4
H 0.2 0.1 -0.2
H 0.0 0.6 0.0
H -0.1 -0.1 0.2
C 0.4 0.8 -0.2
C -1.7 -0.8 -0.2
C 0.9 -2.0 -0.2
O -0.2 2.3 0.8
C 0.0 0.0 3.0
O -0.2 1.3 -2.0
O 0.5 -2.6 -2.9
H 0.6 0.4 -0.2
H 0.3 -0.5 0.7
H -0.5 -0.2 0.2
H 0.2 0.2 0.4
H 0.1 0.6 0.4
H -0.5 0.4 0.2
C -0.6 0.2 -0.7
C 0.9 0.2 0.2
C -0.6 0.4 1.2
O 0.1 0.3 -0.4
C 3.0 0.1 -0.5
O -4.3 0.3 2.4
O 1.7 -0.2 -1.3
H -0.2 0.1 -0.2
H -0.3 0.1 -0.1
H 0.4 -0.5 0.3
H 0.2 -0.4 0.0
H 0.0 -0.4 -0.2
H -0.2 -0.2 -0.6
C 0.9 -0.1 -0.2
C -0.4 -0.7 -1.2
C 0.1 0.2 0.7
O -2.3 1.0 -0.4
C 2.0 -1.6 1.7
O -0.3 1.7 -2.3
O -0.4 0.2 0.3
H -0.1 0.1 0.2
H -0.2 0.0 0.1
H 0.1 -0.1 0.0
H 0.6 -0.2 0.4
H 0.1 -0.5 0.2
H 0.0 -0.2 0.6
C -0.6 -0.5 0.3
C 0.9 1.4 -0.1
C 0.3 1.0 -2.2
O -0.5 1.4 1.1
C -4.5 1.0 5.0
O 1.0 0.0 -0.8
O 3.2 -3.8 -4.2
H 0.3 0.2 0.3
H -0.1 -0.1 -0.1
H 0.1 0.0 0.2
H 0.1 -0.3 -0.2
H -0.7 0.0 0.2
H 0.4 -0.3 0.4

Properties
* calculated total energy: -4962.62692 a.u.
* LUMO: -0.6 eV
* HOMO level: -9.9174 eV
* orbital gap: 0.34404 hartree
* multiplicity: 1
* relative energy (zero: lowest compared OMol25 entry of this formula, charge and spin): 167.6 kcal per mole
* molecular weight: 1327.16 g mol⁻¹